Below is a structure of composition C32H81N5O15V2 at a distorted geometry, with properties calculated with ωB97M-V/def2-TZVPD.

For the gap between HOMO and LUMO, the calculation gives 3.3 eV. As for the multiplicity: 1. As for the LUMO energy: -3.506 eV. The HOMO energy is -6.83 eV.

Each line ends with the Mulliken charge.
Element x y z (Å)
O  -0.238  -6.692  1.935  -0.62
V  -1.793  -6.316  1.723  1.72
O  -2.453  -7.657  1.293  -0.57
O  -2.848  -2.070  7.319  -0.55
V  -2.731  -1.911  5.733  1.73
O  -4.235  -1.592  5.278  -0.60
C  -3.471  -8.767  5.916  -0.81
C  -2.522  -7.563  6.171  -0.39
O  -2.821  -6.381  5.420  -0.65
H  -4.476  -8.457  6.203  0.23
H  -3.098  -9.502  6.629  0.32
H  -3.515  -9.003  4.853  0.21
H  -1.494  -7.880  5.998  0.25
H  -2.543  -7.357  7.242  0.28
C  1.350  -0.928  1.005  -0.85
C  -0.162  -0.726  1.300  -0.12
O  -0.709  -1.958  1.816  -0.74
H  1.957  -1.116  1.891  0.20
H  1.713  -0.121  0.370  0.30
H  1.463  -1.885  0.496  0.25
H  -0.772  -0.392  0.461  0.25
H  -0.174  -0.101  2.193  0.09
C  0.660  3.098  7.330  -1.59
C  0.412  1.827  6.616  0.45
C  1.250  0.623  7.120  -0.91
O  0.873  -0.540  6.492  -0.13
C  1.936  -1.549  6.342  -0.90
N  -0.968  1.529  6.501  -0.45
H  0.377  3.207  8.377  0.35
H  0.189  3.904  6.767  0.44
H  1.713  3.372  7.272  0.39
H  0.725  2.018  5.590  0.16
H  0.939  0.549  8.162  0.35
H  2.301  0.888  7.005  0.35
H  2.904  -1.143  6.049  0.30
H  1.726  -2.469  5.796  0.28
H  2.067  -1.863  7.378  0.39
H  -1.298  2.469  6.336  0.27
H  -1.233  1.207  7.421  0.28
C  4.494  0.059  -6.300  -0.77
O  3.807  1.243  -5.963  -0.27
C  4.085  1.613  -4.661  -0.54
C  3.223  2.896  -4.397  -0.65
N  3.660  4.013  -5.314  -0.39
C  2.716  5.155  -5.329  -0.56
C  3.016  6.279  -6.393  -0.58
O  2.821  5.727  -7.707  -0.37
C  1.442  5.499  -8.143  -0.71
H  4.523  -0.011  -7.387  0.24
H  3.849  -0.760  -5.982  0.28
H  5.509  -0.024  -5.913  0.32
H  5.125  1.855  -4.440  0.37
H  3.765  0.890  -3.909  0.41
H  3.370  3.309  -3.399  0.38
H  2.173  2.622  -4.498  0.32
H  3.820  3.838  -6.295  0.30
H  2.665  5.599  -4.335  0.39
H  1.680  4.882  -5.529  0.30
H  4.044  6.641  -6.418  0.29
H  2.325  7.091  -6.163  0.37
H  1.049  4.546  -7.789  0.25
H  1.305  5.404  -9.220  0.28
H  0.723  6.254  -7.825  0.32
C  -7.895  8.456  -4.565  -0.72
O  -8.303  7.601  -3.468  -0.36
C  -8.317  8.175  -2.139  -0.65
C  -6.949  7.968  -1.430  -0.69
N  -6.527  6.554  -1.413  -0.43
C  -5.302  6.253  -0.692  -0.73
C  -4.571  5.001  -1.293  -0.46
O  -4.219  5.398  -2.669  -0.32
C  -3.833  4.199  -3.452  -0.85
H  -8.553  9.323  -4.503  0.31
H  -8.164  8.085  -5.554  0.29
H  -6.865  8.812  -4.552  0.27
H  -9.149  7.802  -1.542  0.34
H  -8.630  9.216  -2.221  0.39
H  -6.984  8.384  -0.423  0.50
H  -6.220  8.628  -1.900  0.35
H  -6.349  6.466  -2.403  0.30
H  -5.574  6.178  0.361  0.35
H  -4.742  7.187  -0.732  0.40
H  -5.309  4.202  -1.364  0.33
H  -3.594  4.843  -0.836  0.41
H  -4.525  3.377  -3.635  0.31
H  -2.970  3.729  -2.980  0.32
H  -3.278  4.523  -4.333  0.31
C  10.744  -1.938  4.419  -0.76
O  9.736  -2.204  3.468  -0.28
C  8.906  -3.329  3.700  -0.55
C  8.055  -3.458  2.486  -0.73
N  8.844  -3.592  1.260  -0.37
C  8.070  -3.360  0.018  -0.71
C  8.868  -3.799  -1.233  -0.59
O  9.700  -2.738  -1.642  -0.28
C  10.270  -2.827  -2.953  -0.71
H  11.358  -1.079  4.150  0.23
H  11.280  -2.875  4.569  0.33
H  10.372  -1.811  5.436  0.30
H  8.232  -3.193  4.546  0.37
H  9.416  -4.289  3.776  0.36
H  7.284  -2.697  2.366  0.40
H  7.528  -4.410  2.540  0.36
H  9.536  -2.856  1.296  0.25
H  7.860  -2.291  -0.005  0.37
H  7.181  -3.965  0.197  0.49
H  8.112  -4.046  -1.978  0.38
H  9.463  -4.684  -1.007  0.34
H  9.677  -2.717  -3.860  0.27
H  10.734  -3.812  -2.997  0.30
H  10.977  -1.998  -2.972  0.24
C  -8.119  -1.112  -0.295  -0.74
O  -7.210  -2.205  -0.092  -0.28
C  -7.736  -3.501  0.247  -0.55
C  -6.528  -4.442  0.626  -0.76
N  -5.274  -4.201  -0.120  -0.19
C  -5.268  -4.586  -1.548  -0.91
C  -3.840  -4.313  -2.063  -0.46
O  -2.828  -5.165  -1.587  -0.27
C  -1.618  -4.929  -2.471  -0.65
H  -7.461  -0.255  -0.437  0.23
H  -8.684  -0.976  0.627  0.30
H  -8.803  -1.277  -1.128  0.29
H  -8.238  -3.954  -0.607  0.31
H  -8.459  -3.502  1.062  0.46
H  -6.788  -5.494  0.511  0.36
H  -6.481  -4.226  1.693  0.32
H  -4.898  -3.264  -0.140  0.27
H  -6.083  -4.094  -2.078  0.36
H  -5.589  -5.625  -1.621  0.44
H  -3.680  -3.236  -2.006  0.37
H  -4.015  -4.707  -3.064  0.33
H  -0.877  -5.389  -1.818  0.20
H  -1.495  -3.854  -2.603  0.34
H  -1.596  -5.457  -3.425  0.28